No. 1
48
Properties=species:S:1:pos:R:3 method="wB97M-V/def2-TZVPD" charge=+1 orbital_gap_ev=8.09
Sn -11.3575 -13.4988 -0.2621
C -12.2579 -10.2273 1.4404
As -12.1020 -12.0754 1.9359
C -13.8920 -12.6967 2.4052
C -11.1666 -11.9731 3.5371
C -9.8976 -12.9118 3.9168
C -9.4022 -12.4296 5.2863
C -8.7616 -12.6809 2.7960
As -8.9888 -13.7455 1.1769
C -7.6291 -12.9864 0.0958
C -8.4100 -15.5299 1.3932
C -10.2360 -14.3835 3.9949
As -11.4282 -14.9665 5.3585
C -10.1352 -15.7945 6.5574
C -12.0439 -16.6044 4.4520
H -12.9809 -9.6121 1.9421
H -12.4863 -10.2116 0.3732
H -11.2929 -9.7221 1.5299
H -14.4348 -12.0047 2.9819
H -13.7607 -13.5500 3.0797
H -14.4402 -13.0716 1.5597
H -11.9140 -12.1369 4.3046
H -10.8878 -10.9053 3.5082
H -9.1387 -11.4074 5.2218
H -8.5895 -13.0415 5.6206
H -10.1665 -12.4764 6.1224
H -7.8590 -13.2884 3.1860
H -8.3174 -11.6809 2.6543
H -6.6244 -13.1373 0.5062
H -7.7154 -11.9029 0.1035
H -7.6983 -13.3728 -0.9158
H -7.4847 -15.7878 1.9275
H -8.3397 -16.0583 0.3791
H -9.1265 -16.0410 1.9139
H -9.2668 -14.8703 4.1024
H -10.6877 -14.7191 3.1259
H -9.7822 -15.0335 7.2738
H -9.3185 -16.1188 5.9523
H -10.5829 -16.6640 7.0615
H -12.9066 -16.3387 3.7662
H -12.4329 -17.3004 5.1894
H -11.2226 -17.0931 3.8244
B -8.8572 -9.6748 -0.3673
C -9.8197 -10.7475 -0.8380
N -10.5318 -11.6548 -0.9733
H -9.5695 -8.7011 -0.3937
H -8.7057 -9.9136 0.8323
H -7.8584 -9.5961 -1.0009

---

No. 2
66
Properties=species:S:1:pos:R:3 method="wB97M-V/def2-TZVPD" orbital_gap_ev=6.58
Pt 1.4402 -0.1217 -1.9365
C 1.8592 -4.1214 -5.3752
S 3.3832 -3.3024 -4.8214
C 2.7363 -1.9576 -3.9225
S 1.2621 -2.1568 -2.9744
N 3.4040 -0.8433 -3.9703
N 2.9109 0.1326 -3.1932
C 3.3779 1.3446 -3.3110
C 2.7256 2.3416 -2.5252
C 2.9603 3.7173 -2.6133
C 2.1439 4.5900 -1.9312
C 1.1336 4.0864 -1.1132
C 0.9840 2.7183 -1.0129
N 1.7461 1.8751 -1.7072
H 2.1547 -5.1041 -5.7334
H 1.4222 -3.5396 -6.1820
H 1.1615 -4.2196 -4.5497
H 4.1684 1.5439 -4.0202
H 3.7633 4.0638 -3.2498
H 2.2737 5.6594 -2.0276
H 0.4813 4.7433 -0.5568
H 0.2592 2.2569 -0.3523
C -1.7258 -3.4428 1.4876
C -0.2992 -2.9122 1.6165
C 0.3667 -3.4455 2.8823
C 0.5145 -3.3043 0.3884
O -0.3233 -1.4919 1.7600
Si -0.7887 -0.2710 0.7782
O -0.0481 -0.1923 -0.6292
O -2.3994 -0.4191 0.5566
C -3.4104 0.5449 0.2893
C -4.5852 -0.2232 -0.3092
C -2.9013 1.5984 -0.6954
C -3.8241 1.2051 1.6055
O -0.4954 1.1313 1.5937
C 0.3893 1.4462 2.6703
C 1.8077 0.9737 2.3433
C 0.3660 2.9655 2.8079
C -0.0986 0.8030 3.9703
H -1.7265 -4.5252 1.3533
H -2.2022 -2.9704 0.6286
H -2.3050 -3.1873 2.3763
H 0.4353 -4.5334 2.8527
H -0.2076 -3.1453 3.7601
H 1.3727 -3.0314 2.9713
H 0.6846 -4.3815 0.3627
H 1.4770 -2.7909 0.3965
H -0.0249 -3.0112 -0.5104
H -4.2762 -0.7052 -1.2378
H -5.4214 0.4467 -0.5139
H -4.9087 -0.9951 0.3898
H -2.4408 1.1015 -1.5510
H -2.1485 2.2194 -0.2048
H -3.7173 2.2336 -1.0415
H -4.1863 0.4468 2.3011
H -4.6138 1.9395 1.4376
H -2.9574 1.6972 2.0475
H 2.1256 1.3805 1.3803
H 1.8241 -0.1143 2.2793
H 2.5069 1.2966 3.1156
H 0.7396 3.4340 1.8945
H 0.9906 3.2792 3.6452
H -0.6539 3.3118 2.9821
H -0.1305 -0.2761 3.8456
H -1.1043 1.1538 4.2096
H 0.5728 1.0539 4.7932

---

No. 3
223
Properties=species:S:1:pos:R:3 method="wB97M-V/def2-TZVPD" orbital_gap_ev=10.30 smiles="CCOP(=O)(OCC)OCC.CCOP(=O)(OCC)OCC.CCOP(=O)(OCC)OCC.CCOP(=O)(OCC)OCC.CCOP(=O)(OCC)OCC.CCOP(=O)(OCC)OCC.CCOP(=O)(OCC)OCC.CCOP(=O)(OCC)OCC.ClC(Cl)Cl.ClC(Cl)Cl.ClC(Cl)Cl"
C -4.8140 3.4523 -14.8185
C -4.5203 3.9015 -13.3855
O -3.8231 2.9142 -12.6161
P -4.5103 2.2334 -11.3223
O -5.1289 0.8591 -11.6024
O -5.4610 3.3737 -10.6096
C -4.9195 4.5346 -10.0054
C -4.7674 4.2981 -8.5113
O -3.2227 2.1665 -10.3300
C -2.3152 1.1307 -10.5121
C -2.2674 0.3028 -9.2682
H -3.9081 3.0923 -15.3063
H -5.5578 2.6573 -14.8720
H -5.1115 4.2587 -15.4887
H -4.0110 4.8497 -13.2135
H -5.3881 4.1522 -12.7754
H -4.0644 4.9815 -10.5125
H -5.6913 5.2994 -10.0914
H -5.6575 3.8349 -8.0855
H -3.8890 3.6669 -8.3772
H -4.4985 5.1508 -7.8878
H -2.5625 0.4980 -11.3646
H -1.3520 1.5860 -10.7424
H -1.7025 0.7819 -8.4686
H -3.1842 -0.1308 -8.8688
H -1.6538 -0.5307 -9.6099
C 0.6103 12.8048 -5.5275
C -0.6601 11.9025 -5.5770
O -0.8403 11.0896 -4.3774
P -2.0272 9.9251 -4.4063
O -3.3553 10.4385 -4.5866
O -1.5397 8.9235 -5.6120
C -0.2261 8.3643 -5.6039
C -0.1489 7.4973 -6.8198
O -1.6998 9.1541 -2.9923
C -2.7357 8.7017 -2.1271
C -2.8517 7.2215 -2.1651
H 0.7343 13.5118 -4.7072
H 1.4849 12.1558 -5.5706
H 0.6200 13.3539 -6.4690
H -1.4784 12.5957 -5.7717
H -0.6543 11.2077 -6.4168
H 0.5950 9.0797 -5.5591
H -0.1126 7.7549 -4.7073
H 0.7838 6.9370 -6.8839
H -0.9870 6.8021 -6.8678
H -0.2182 8.1500 -7.6900
H -2.3084 8.9661 -1.1598
H -3.6530 9.2553 -2.3277
H -3.5696 6.9457 -1.3926
H -3.0558 6.7909 -3.1454
H -1.8969 6.8260 -1.8187
C 1.1770 -1.7546 -2.7096
C 0.2559 -0.7751 -1.9966
O -0.4367 -1.4866 -0.9797
P -1.3327 -0.5699 0.0124
O -2.2318 -1.2404 1.0026
O -0.2508 0.4185 0.7488
C -0.7067 1.3969 1.6208
C 0.5613 2.0777 2.1619
O -2.1580 0.4040 -1.0364
C -3.1547 -0.1508 -1.8558
C -4.5090 0.0787 -1.2166
H 1.8680 -1.2542 -3.3880
H 1.7446 -2.4124 -2.0515
H 0.6199 -2.4704 -3.3141
H 0.8842 0.0242 -1.6037
H -0.4311 -0.2542 -2.6636
H -1.3290 2.0890 1.0536
H -1.3121 0.9318 2.3988
H 1.1763 2.3713 1.3112
H 0.2556 2.9243 2.7768
H 1.1023 1.4342 2.8556
H -3.0443 0.4155 -2.7806
H -2.9779 -1.1635 -2.2181
H -4.7445 -0.6191 -0.4129
H -4.6312 1.1150 -0.9015
H -5.2840 -0.1063 -1.9604
C 13.3830 10.2021 6.7389
C 12.6012 9.0610 7.4371
O 11.4930 8.5374 6.7193
P 11.7397 7.2198 5.7407
O 12.4439 6.1413 6.4511
O 10.2406 6.9186 5.2431
C 9.3238 6.2262 6.1574
C 7.9258 6.2221 5.5357
O 12.5858 7.7945 4.4681
C 12.2187 8.8967 3.7292
C 13.1130 9.0526 2.5022
H 12.8347 11.0955 6.4401
H 14.1010 10.5745 7.4695
H 13.9808 9.8406 5.9022
H 13.2994 8.2491 7.6403
H 12.2154 9.4736 8.3693
H 9.7346 5.2370 6.3596
H 9.2441 6.7434 7.1136
H 8.0899 5.8209 4.5356
H 7.2314 5.5515 6.0418
H 7.4276 7.1892 5.4676
H 11.2060 8.8290 3.3318
H 12.3298 9.7871 4.3480
H 14.1502 9.0506 2.8372
H 12.7949 8.2592 1.8258
H 12.8845 10.0114 2.0368
C 4.9734 -3.0123 1.6648
C 3.8898 -3.8578 2.4280
O 3.5341 -5.0036 1.6151
P 4.5118 -6.3345 1.6004
O 5.9804 -6.0614 1.7122
O 4.0296 -7.0633 0.2594
C 2.6420 -7.2247 0.0144
C 2.6604 -7.7412 -1.4027
O 4.0305 -7.1590 2.9037
C 4.6572 -8.4230 3.2239
C 4.7717 -8.6487 4.6978
H 5.0521 -2.0116 2.0896
H 5.9652 -3.4588 1.7361
H 4.6780 -2.9419 0.6179
H 4.4209 -4.2239 3.3066
H 3.0867 -3.1556 2.6516
H 2.1994 -7.9651 0.6808
H 2.0868 -6.2875 -0.0230
H 3.1862 -7.0675 -2.0792
H 3.0745 -8.7473 -1.4694
H 1.6508 -7.8822 -1.7885
H 3.9251 -9.1548 2.8822
H 5.5509 -8.5778 2.6195
H 5.2389 -7.8827 5.3167
H 3.8274 -8.9300 5.1639
H 5.3499 -9.5584 4.8597
C -0.4071 3.6002 9.1574
C -0.2325 2.0739 9.4727
O 0.7281 1.5046 8.5990
P 2.0268 0.7222 9.0837
O 3.1083 0.5618 8.1034
O 2.5105 1.5441 10.4303
C 3.6175 1.0082 11.2192
C 4.9600 1.5901 10.7474
O 1.3839 -0.6537 9.6573
C 1.0653 -1.6491 8.7419
C 2.3092 -2.5486 8.5155
H -0.5352 3.7976 8.0931
H -1.3261 4.0411 9.5436
H 0.4186 4.1869 9.5599
H -0.0105 2.1087 10.5393
H -1.1602 1.5160 9.3455
H 3.5030 1.2247 12.2813
H 3.7176 -0.0666 11.0683
H 5.0933 1.4268 9.6780
H 4.9326 2.6776 10.8162
H 5.8611 1.1417 11.1658
H 0.1890 -2.2395 9.0097
H 0.8710 -1.1938 7.7708
H 3.1649 -1.9870 8.1409
H 2.5189 -3.0367 9.4673
H 2.0270 -3.3648 7.8505
C -5.4135 -6.4357 -5.9279
C -5.2080 -5.2888 -4.8647
O -6.1079 -4.1938 -5.2139
P -7.7189 -4.3972 -5.3148
O -8.1742 -5.4699 -6.2185
O -8.0553 -4.5686 -3.7535
C -9.3104 -4.9360 -3.3590
C -10.3260 -3.7434 -3.2849
O -8.2851 -2.8965 -5.6317
C -7.9674 -2.2626 -6.8214
C -8.8052 -0.9663 -6.9070
H -4.6471 -7.1963 -5.7789
H -6.3504 -6.9649 -5.7537
H -5.3045 -6.1020 -6.9599
H -5.3470 -5.6327 -3.8398
H -4.1937 -4.8897 -4.8758
H -9.8230 -5.7016 -3.9414
H -9.1156 -5.3879 -2.3863
H -11.1934 -4.0043 -2.6787
H -9.8889 -2.9627 -2.6623
H -10.5818 -3.3015 -4.2479
H -6.9186 -2.0338 -7.0106
H -8.3061 -2.8523 -7.6733
H -8.6850 -0.2543 -6.0905
H -8.6007 -0.4828 -7.8622
H -9.8772 -1.0795 -7.0686
C -3.1209 -12.6665 0.9100
C -2.4541 -11.3920 1.3817
O -1.6859 -11.6556 2.4856
P -2.3049 -11.3534 3.9633
O -3.6158 -11.9851 4.2545
O -1.0965 -11.8000 4.9515
C -0.9336 -13.2193 5.2975
C 0.5475 -13.3751 5.6798
O -2.2595 -9.7218 4.0683
C -1.0192 -9.0360 3.9853
C -1.2137 -7.5755 3.6284
H -2.4252 -13.4640 0.6493
H -3.7104 -13.0245 1.7541
H -3.7844 -12.4600 0.0702
H -1.7886 -10.8938 0.6768
H -3.2039 -10.6193 1.5514
H -1.6047 -13.4054 6.1360
H -1.2176 -13.9319 4.5232
H 0.6403 -13.0539 6.7173
H 0.8785 -14.4048 5.5444
H 1.1920 -12.8040 5.0115
H -0.5102 -9.1733 4.9392
H -0.3136 -9.5046 3.2993
H -1.4568 -7.4734 2.5708
H -2.0427 -7.2447 4.2540
H -0.3204 -6.9613 3.7418
C -6.8468 -4.8811 3.3126
Cl -6.2621 -5.8560 1.9143
Cl -6.4645 -5.7450 4.8469
Cl -8.5321 -4.4597 3.0981
H -6.3089 -3.9335 3.2829
C -6.1028 1.0627 4.9709
Cl -5.1748 -0.2397 5.7881
Cl -5.3733 2.7121 5.1230
Cl -7.7747 1.0811 5.6681
H -6.1934 0.8357 3.9087
C 3.3411 6.5458 -1.4414
Cl 2.0686 7.2173 -0.4114
Cl 3.7286 7.7446 -2.7153
Cl 2.9183 5.0257 -2.2236
H 4.1684 6.4022 -0.7463

---

No. 4
16
Properties=species:S:1:pos:R:3 method="wB97M-V/def2-TZVPD" orbital_gap_ev=12.37 smiles=CC.CC
C -0.6161 -1.4202 0.5265
C -0.4405 -2.6689 1.3794
H 0.2829 -1.1805 -0.0800
H -1.4445 -1.4926 -0.2217
H -0.6563 -0.5994 1.3246
H 0.1334 -3.2977 0.7250
H -1.4068 -3.0395 1.8037
H 0.1902 -2.4153 2.1905
C 0.2608 2.7344 -1.1173
C 0.7591 1.2964 -0.7798
H -0.1463 3.2415 -0.2476
H 0.9458 3.5222 -1.3737
H -0.4204 2.7795 -2.0196
H 0.5776 0.6551 -1.5949
H 0.2718 0.9917 0.1602
H 1.8922 1.1842 -0.7198

---

No. 5
11
Properties=species:S:1:pos:R:3 method="wB97M-V/def2-TZVPD" orbital_gap_ev=9.03 smiles=Oc1cc[nH]c1
O 2.2239 -0.2283 -0.2016
C 0.8712 -0.0993 -0.1330
C 0.0053 -1.0506 -0.5563
N -1.2914 -0.6251 -0.3081
C -1.2176 0.6361 0.2802
C 0.0963 1.0062 0.3662
H 2.6223 0.5798 0.1311
H 0.1369 -2.0270 -0.9903
H -1.8322 -1.3459 0.1390
H -2.1050 1.2012 0.5536
H 0.4903 1.9528 0.7192

---

No. 6
7
Properties=species:S:1:pos:R:3 method="wB97M-V/def2-TZVPD" orbital_gap_ev=10.40 smiles="O[PH](O)=S"
O 0.5300 0.9942 -0.5809
O -0.6105 -1.4526 -0.6477
P -1.0735 -0.1884 0.1665
S -2.8469 0.4123 -0.0277
H 0.1801 1.5087 -1.2640
H 0.3350 -1.6551 -0.6635
H -0.3952 -0.2104 1.3744

---

No. 7
88
Properties=species:S:1:pos:R:3 method="wB97M-V/def2-TZVPD" charge=+3 orbital_gap_ev=7.04
Ga 0.1837 -0.3459 -0.1006
C 0.7553 -6.7493 2.8322
C 1.4278 -6.2736 1.5450
C 0.9674 -7.1614 0.3747
C 2.9563 -6.3768 1.7032
C 1.0808 -4.8340 1.2214
C 0.2676 -4.0417 2.0342
C -0.0106 -2.7437 1.6732
N 0.4767 -2.1911 0.5474
C 1.2839 -2.9298 -0.2526
C 1.5897 -4.2322 0.0616
C 1.8051 -2.2155 -1.4484
C 2.6512 -2.7865 -2.3777
C 3.1163 -2.0498 -3.4681
C 2.6828 -0.7190 -3.5596
C 1.8414 -0.2021 -2.6096
N 1.4016 -0.9342 -1.5649
C 4.0433 -2.6314 -4.5172
C 3.3334 -2.5509 -5.8816
C 5.3293 -1.7856 -4.5521
C 4.4059 -4.0864 -4.2242
H 1.0312 -7.7869 3.0132
H -0.3343 -6.7125 2.7650
H 1.0780 -6.1744 3.7030
H 1.1958 -8.2006 0.6094
H 1.4781 -6.9178 -0.5587
H -0.1093 -7.0842 0.2132
H 3.2173 -7.4046 1.9537
H 3.3196 -5.7343 2.5074
H 3.4859 -6.1185 0.7842
H -0.1555 -4.4306 2.9486
H -0.6431 -2.1188 2.2930
H 2.2315 -4.8035 -0.5926
H 2.9567 -3.8148 -2.2621
H 3.0041 -0.0859 -4.3748
H 1.5018 0.8255 -2.6651
H 3.1141 -1.5225 -6.1727
H 2.4016 -3.1196 -5.8817
H 3.9850 -2.9755 -6.6447
H 5.1358 -0.7491 -4.8318
H 6.0073 -2.2032 -5.2958
H 5.8417 -1.7969 -3.5881
H 3.5286 -4.7381 -4.2235
H 4.9361 -4.1962 -3.2748
H 5.0716 -4.4492 -5.0057
N -6.5930 1.4928 -7.9968
C -6.0038 1.1733 -7.0650
C -5.2630 0.7811 -5.8945
C -5.8503 -0.0397 -4.9384
C -5.1427 -0.3998 -3.8034
C -3.8486 0.0627 -3.6403
C -3.2460 0.8728 -4.5906
C -3.9576 1.2339 -5.7193
N -3.1104 -0.3113 -2.4431
C -3.5106 -1.2360 -1.4973
C -2.5388 -1.2966 -0.5629
N -1.5324 -0.4080 -0.9269
C -1.9247 0.1602 -2.0741
H -6.8616 -0.3947 -5.0797
H -5.6302 -1.0211 -3.0668
H -2.2317 1.2318 -4.4842
H -3.5030 1.8652 -6.4698
H -4.4426 -1.7670 -1.5551
H -2.5030 -1.8887 0.3342
H -1.3909 0.9319 -2.5993
C 0.9723 1.2386 3.0609
As 1.6018 1.0243 1.2601
C 1.7336 2.8103 0.5562
C 3.3905 0.2427 1.2884
C 4.2300 1.0792 2.2166
C 4.9109 2.1935 1.7325
C 5.7045 2.9475 2.5842
C 5.8173 2.5924 3.9215
C 5.1436 1.4796 4.4085
C 4.3477 0.7261 3.5589
H 1.6536 1.9322 3.5515
H 0.9734 0.2888 3.5910
H -0.0320 1.6579 3.0388
H 2.2909 3.4056 1.2777
H 0.7354 3.2263 0.4330
H 2.2594 2.8084 -0.3966
H 3.7517 0.2520 0.2600
H 3.2869 -0.7862 1.6332
H 4.8486 2.4594 0.6824
H 6.2460 3.8025 2.2021
H 6.4375 3.1803 4.5848
H 5.2504 1.1916 5.4457
H 3.8369 -0.1526 3.9389

---

No. 8
17
Properties=species:S:1:pos:R:3 method="wB97M-V/def2-TZVPD" orbital_gap_ev=9.96 smiles=C[C@@H]1CCCN1
N 0.2122 -1.2363 -0.3630
C 1.3849 -0.4324 -0.7278
C 1.5093 0.5888 0.3983
C 0.0525 0.9992 0.5680
C -0.7164 -0.3300 0.3751
C -2.0315 -0.1373 -0.3695
H 0.4948 -1.9868 0.2517
H 2.2511 -1.0819 -0.8846
H 1.1769 0.0471 -1.6832
H 2.2053 1.4030 0.1761
H 1.8374 0.0414 1.2863
H -0.2402 1.6797 -0.2318
H -0.1435 1.4195 1.5517
H -0.9135 -0.7759 1.3559
H -1.8594 -0.2675 -1.4370
H -2.4029 0.8840 -0.2341
H -2.8169 -0.8147 -0.0318